Record 1
Entry from OMol25: a molecular structure, C11H12N5O3Os in a non-equilibrium geometry (ωB97M-V with the def2-TZVPD basis set).

Computed properties:
Frontier orbital gap (alpha / beta) ... 7.388 / 6.805 eV
Multiplicity ... 5
Total charge ... +3
Relative energy (zero: lowest compared OMol25 entry of this formula, charge and spin) ... 142.4 kJ/mol
⟨S²⟩ ... 6.037
LUMO (alpha / beta) ... -13.43 / -14.27 eV

```
32
C11H12N5O3Os (ωB97M-V with the def2-TZVPD basis set)
Os 0.42790 0.45407 0.53327
C 1.04170 1.81007 2.24987
C 1.78690 2.34767 1.16188
C 2.92230 1.65897 0.67038
C 3.33170 0.45607 1.26178
C 2.56220 -0.11613 2.28328
C 1.37980 0.51947 2.73948
H 0.33500 2.43097 2.80118
H 1.63010 3.37987 0.85738
H 3.53750 2.11277 -0.10032
H 4.28120 0.01267 0.98488
H 2.92230 -1.00543 2.78908
H 0.90010 0.14837 3.64298
C -1.95020 0.59427 -4.37962
O -0.87640 0.53157 -3.43892
C -0.94010 0.75657 -2.17932
O 0.11350 0.59387 -1.49892
N -2.06370 1.15517 -1.54102
N -1.99110 1.35757 -0.14682
H -1.47890 0.44367 -5.35692
H -2.46820 1.55657 -4.36752
H -2.66210 -0.22133 -4.21762
H -2.90900 1.43327 -2.03812
H -2.73060 0.83017 0.32527
H -2.11410 2.34827 0.08527
O -0.21050 -1.41173 0.36027
N -0.63500 -2.25543 1.20527
C -0.74330 -3.52703 1.11837
C -0.27500 -4.30263 0.00577
N 0.11480 -4.86903 -0.90192
C -1.36150 -4.29643 2.14708
N -1.87740 -4.92673 2.94438
```

Record 2
Entry from OMol25: a gas-phase ion, C11H12NO2S (charge +1) in a non-equilibrium geometry (ωB97M-V with the def2-TZVPD basis set).

Computed properties:
Frontier orbital gap ... 7.512 eV
Total charge ... +1
Relative energy (zero: lowest compared OMol25 entry of this formula, charge and spin) ... 54.2 kJ/mol
LUMO ... -5.67 eV

```
27
C11H12NO2S (ωB97M-V with the def2-TZVPD basis set)
C -1.16947 -3.61647 0.21739
C -2.00675 -3.26939 -0.88946
C -0.59944 -2.70559 1.00043
C -2.15047 -1.98092 -1.18429
C -0.82313 -1.20491 0.80508
C -1.53778 -0.89915 -0.42144
C -0.48295 2.11832 -0.43170
C 1.84727 2.59930 0.13038
C 1.54316 3.99377 0.08239
C 0.65001 -0.54069 0.88174
C 1.12644 0.28870 -0.32922
N 0.72820 1.64622 -0.23880
O -1.03309 3.17200 -0.32503
O 2.87588 1.99513 0.37473
S -1.50207 0.55950 -1.22167
H -0.89740 -4.55697 0.43073
H -2.49118 -4.03043 -1.48201
H 0.19410 -2.89870 1.64590
H -2.64027 -1.58538 -2.07948
H 0.61634 4.16540 0.40448
H 2.32509 4.49228 0.55343
H 1.71990 4.34633 -0.95382
H 1.49779 -1.27771 0.93819
H 0.89131 -0.04353 1.90607
H -1.43751 -0.87316 1.68674
H 0.61048 -0.10784 -1.22616
H 2.14555 0.21388 -0.27459
```

Record 3
Entry from OMol25: a molecular structure, C11H12O15Zr in a non-equilibrium geometry (ωB97M-V with the def2-TZVPD basis set).

Computed properties:
Frontier orbital gap ... 7.468 eV
Total charge ... 0
LUMO ... -0.25 eV

```
39
C11H12O15Zr (ωB97M-V with the def2-TZVPD basis set)
Zr -1.11447 -1.32173 -1.88539
C 0.25519 -3.09952 -0.76948
O 0.40309 -3.03272 -2.09683
O -1.06986 -3.13779 -0.55474
O 0.55713 -1.84619 -0.44021
C -2.94590 -0.89123 -3.41214
O -2.98389 -2.00286 -2.75532
O -2.71098 0.11210 -2.58120
O -1.68073 -0.92542 -3.97697
C 0.36256 3.18385 1.19086
C 0.96561 1.88676 1.79864
O 0.65016 0.91570 0.83573
C -0.28618 1.37518 0.00134
O -0.83449 0.72029 -0.83479
O -0.48604 2.68282 0.16234
H 1.08212 3.82636 0.68006
H -0.14491 3.80230 1.92679
H 0.48878 1.78833 2.77332
H 2.03930 2.01520 1.90060
C 4.32779 0.06834 -2.30572
C 3.83552 1.42666 -1.80237
O 2.39980 1.33383 -1.93509
C 2.05811 0.14471 -2.49138
O 0.92423 -0.17141 -2.67237
O 3.11707 -0.64856 -2.56614
H 4.78915 -0.45833 -1.47097
H 4.93247 0.00541 -3.20470
H 4.10257 2.25758 -2.45421
H 4.05890 1.65735 -0.76537
C -1.95935 -1.35168 3.62220
C -3.47034 -0.99822 3.61362
O -3.77381 -1.04113 2.19817
C -2.65719 -1.17364 1.48257
O -2.62071 -0.98766 0.30424
O -1.57359 -1.29917 2.25793
H -1.73959 -2.31253 4.07565
H -1.45171 -0.54145 4.14754
H -3.85363 -0.07588 4.03240
H -3.99222 -1.88561 3.97142
```

Record 4
Entry from OMol25: C11H12O2 in the gas phase in a non-equilibrium geometry (ωB97M-V with the def2-TZVPD basis set).

Computed properties:
Frontier orbital gap ... 8.893 eV
Total charge ... 0
Relative energy (zero: lowest compared OMol25 entry of this formula, charge and spin) ... 281.2 kJ/mol
SMILES string ... COc1ccc2c(c1)CCC(=O)C2
LUMO ... 0.68 eV

```
25
C11H12O2 (ωB97M-V with the def2-TZVPD basis set)
C 3.95660 -0.78155 -0.11109
C 1.96981 0.50158 -0.14980
C 1.55422 1.79726 -0.13273
C 0.17415 2.07413 0.02248
C -0.80153 0.99109 -0.01414
C -2.21329 1.23918 0.29954
C -3.28813 0.18068 -0.11055
C -2.70039 -1.30847 -0.27864
C -1.29006 -1.36973 0.38003
C -0.31944 -0.33192 -0.06243
C 1.02107 -0.54903 -0.04997
H 3.69016 -1.66375 -0.87530
H 3.90873 -1.32616 0.78335
H 5.06285 -0.60903 -0.26723
H 2.27598 2.71642 -0.18698
H -0.25073 3.04551 -0.17938
H -2.66224 2.21786 0.05498
H -2.11661 1.08822 1.44854
H -3.48067 -2.11820 -0.22490
H -2.50573 -1.39859 -1.29158
H -0.77475 -2.33117 0.26737
H -1.29998 -1.22119 1.57480
H 1.26395 -1.65433 -0.11672
O 3.24251 0.32117 -0.27499
O -4.41649 0.49003 -0.50467
```

Record 5
Entry from OMol25: C11H12O5S in the gas phase in a non-equilibrium geometry (ωB97M-V with the def2-TZVPD basis set).

Computed properties:
Frontier orbital gap ... 10.268 eV
Total charge ... 0
SMILES string ... COC(=O)[C@]1(OC)CS(=O)(=O)c2ccccc21
LUMO ... 0.44 eV

```
29
C11H12O5S (ωB97M-V with the def2-TZVPD basis set)
O 0.63264 -2.70544 -0.37075
O -0.01562 1.48693 -2.57248
O -1.95978 2.53432 -1.49203
O 1.66750 -0.89106 -1.17708
O -1.37497 -1.30123 1.14656
C 0.71219 -1.46814 -0.42710
C 1.23416 1.84263 2.56060
C 0.90746 3.05287 1.97967
C 1.00898 0.63554 1.99618
C 0.32650 3.02645 0.72149
C 0.24401 0.66257 0.85684
C -0.10028 1.79178 0.15769
C 2.08181 -1.75857 -2.24613
C -2.13068 -2.42575 0.67774
C -0.51187 -0.53534 0.14326
C -1.42417 -0.06556 -0.97292
S -0.94287 1.52280 -1.43060
H 1.54499 1.81465 3.53935
H 1.04490 3.96920 2.51620
H 1.15706 -0.28824 2.59467
H 0.13710 3.94696 0.14514
H 2.97973 -1.34785 -2.61738
H 1.44246 -1.86826 -3.03771
H 2.34902 -2.75498 -1.90424
H -1.91679 -3.34770 1.21746
H -2.01705 -2.73179 -0.44043
H -3.16490 -2.16252 0.95954
H -2.53761 0.08253 -0.64322
H -1.37390 -0.71680 -1.88032
```

Record 6
Entry from OMol25: a molecular structure, C11H13CeClN2O2 in a non-equilibrium geometry (ωB97M-V with the def2-TZVPD basis set).

Computed properties:
Frontier orbital gap (alpha / beta) ... 7.446 / 7.554 eV
Total charge ... +2
Relative energy (zero: lowest compared OMol25 entry of this formula, charge and spin) ... 0.0 kJ/mol
LUMO (alpha / beta) ... -9.24 / -9.13 eV

```
30
C11H13CeClN2O2 (ωB97M-V with the def2-TZVPD basis set)
Cl 2.87081 -1.20802 1.35825
C 0.87091 2.80793 0.88433
C 0.69287 2.68365 -0.53240
C 1.93106 2.24144 -1.09772
H -0.21527 2.93125 -1.07944
C 2.89480 2.11854 -0.03239
C 2.22624 2.46380 1.19345
H 2.70221 2.49921 2.17420
H 0.13577 3.19799 1.59634
H 2.15916 2.08567 -2.15588
C 4.33930 1.78542 -0.16325
Ce 1.13888 0.33652 0.35699
C -1.65946 1.22096 0.76880
C -0.01233 -0.77306 2.66520
O -2.79735 1.06821 0.77599
O -0.30834 -1.47230 3.53079
H 4.52873 1.17931 -1.05464
H 4.69146 1.23052 0.71513
H 4.95501 2.68850 -0.25537
C -2.62008 -3.34897 -1.99445
N -2.56419 -2.50471 -0.78892
C -3.76493 -2.42211 0.06568
C -1.52634 -1.78583 -0.54630
N -0.56652 -1.12803 -0.33551
H -3.57658 -3.87420 -1.96197
H -1.78600 -4.06442 -1.99271
H -2.55447 -2.73262 -2.90335
H -3.52044 -2.71282 1.09636
H -4.16909 -1.39935 0.06814
H -4.49583 -3.11247 -0.35534
```